No. 1
DFT (the ωB97M-V functional and the def2-TZVPD basis) results for C14H33CaGeN2O5 as an isolated structure at a distorted geometry.

Geometry (Å):
Ca1 -0.604 -0.283 -0.869
C1 3.062 -2.614 -0.184
C2 1.811 -2.343 0.669
C3 2.221 -2.389 2.146
C4 0.742 -3.413 0.418
O1 1.286 -1.090 0.312
Ge1 0.799 0.336 1.550
O2 -1.043 -0.241 1.295
C5 -2.137 -0.031 2.150
C6 -3.288 0.589 1.350
C7 -2.592 -1.387 2.710
C8 -1.770 0.909 3.304
O3 0.484 1.399 -0.034
C9 1.367 2.312 -0.625
C10 2.665 2.449 0.179
C11 1.704 1.815 -2.036
C12 0.676 3.681 -0.701
H1 3.459 -3.609 0.007
H2 3.829 -1.878 0.056
H3 2.820 -2.537 -1.243
H4 2.687 -3.341 2.388
H5 1.346 -2.248 2.778
H6 2.928 -1.588 2.358
H7 1.076 -4.391 0.757
H8 0.516 -3.465 -0.645
H9 -0.170 -3.139 0.949
H10 -3.512 -0.051 0.496
H11 -2.986 1.571 0.990
H12 -4.175 0.691 1.971
H13 -2.846 -2.041 1.876
H14 -3.463 -1.271 3.350
H15 -1.785 -1.842 3.282
H16 -1.390 1.847 2.900
H17 -0.993 0.461 3.921
H18 -2.636 1.120 3.926
H19 3.148 1.476 0.257
H20 2.451 2.811 1.184
H21 3.346 3.142 -0.307
H22 2.242 0.870 -1.957
H23 2.323 2.535 -2.567
H24 0.779 1.653 -2.594
H25 0.315 3.969 0.285
H26 -0.170 3.626 -1.382
H27 1.368 4.441 -1.054
N1 -2.484 1.866 -1.605
N2 -1.881 1.648 -2.864
C13 -1.684 0.299 -3.254
O4 -1.335 0.119 -4.410
O5 -1.862 -0.565 -2.355
H28 -3.491 1.673 -1.624
H29 -2.333 2.836 -1.338
H30 -2.226 2.207 -3.645
C14 0.306 -2.091 -3.044
H31 1.315 -1.939 -2.711
H32 -0.057 -1.515 -3.874
H33 -0.155 -3.048 -2.892

Force components x, y, z for each atom (eV/Å):
1.310 -0.432 1.405
-0.374 0.215 0.126
0.441 -0.836 0.291
-0.133 0.251 -0.283
0.159 0.300 -0.035
-0.261 0.974 0.078
0.143 -0.152 0.052
0.547 -0.105 0.181
-0.775 0.147 0.788
0.399 -0.139 0.086
0.247 0.285 -0.267
0.110 -0.235 -0.289
0.049 0.094 0.870
0.777 0.867 -0.352
-0.371 -0.143 -0.007
-0.180 -0.109 0.393
0.046 -0.390 0.093
0.032 -0.109 0.038
0.047 0.023 -0.047
0.020 0.005 -0.059
0.000 -0.097 0.034
-0.083 -0.052 0.174
0.103 0.030 0.069
-0.017 -0.103 -0.004
-0.025 -0.079 -0.121
-0.065 -0.045 0.115
-0.129 0.036 -0.076
-0.035 0.067 -0.080
-0.093 -0.016 0.012
-0.047 -0.122 0.017
-0.087 -0.019 0.070
0.055 -0.078 0.054
0.012 0.146 0.032
0.040 0.018 0.113
-0.078 -0.001 0.048
0.153 -0.091 0.025
0.039 0.064 0.092
0.078 0.058 -0.052
0.096 -0.070 -0.071
0.007 0.003 -0.117
0.028 0.112 -0.176
-0.005 0.015 0.083
-0.101 0.043 -0.108
0.047 0.109 -0.107
-0.215 -0.038 0.065
-0.189 0.411 -0.172
-0.523 0.778 -1.435
0.059 0.040 -0.387
-2.176 -1.046 -1.357
0.334 0.133 -0.031
0.016 -0.280 0.001
0.198 -0.205 0.292
0.287 -0.294 -0.448
0.285 0.027 0.251
-0.098 0.234 -0.122
-0.103 -0.200 0.254

Output
E_tot in Eh: -3793.58115
ΔE to the lowest compared entry with this formula, charge and spin in kJ/mol: 42.16
Orbital gap (alpha / beta) in Ha: 0.331 / 0.313
HOMO level (alpha / beta) in eV: -8.5 / -8.6
Spin multiplicity: 2

These are the Mulliken partial charges, in e, on atoms 1 to 5: 1.55 -1.50 1.45 -1.96 -1.33


No. 2
DFT (the ωB97M-V functional and the def2-TZVPD basis) results for an isolated ion of composition C8H14Cl2N4 and charge +2 at a distorted geometry.

Geometry (Å):
C1 1.350 1.221 -0.542
C2 3.422 0.127 0.198
C3 -2.896 -0.772 -0.487
C4 -2.926 -0.569 1.040
C5 -1.574 -0.260 -1.048
C6 -1.362 -0.416 1.364
C7 -0.876 0.374 0.178
C8 1.636 -1.358 0.337
N1 0.549 0.367 0.001
N2 2.729 0.929 -0.560
N3 2.855 -0.936 0.809
N4 1.036 2.336 -1.146
Cl1 5.048 0.536 0.680
Cl2 1.585 -1.925 -1.378
H1 -3.012 -1.814 -0.795
H2 -3.763 -0.347 -1.149
H3 -3.360 0.369 1.310
H4 -3.351 -1.364 1.513
H5 -1.106 -1.063 -1.608
H6 -1.851 0.666 -1.824
H7 -1.148 -0.088 2.348
H8 -1.040 -1.474 1.049
H9 -1.126 1.431 0.388
H10 1.096 -2.076 0.926
H11 3.143 1.785 -1.136
H12 3.260 -1.342 1.773
H13 -0.007 2.526 -1.316
H14 1.688 3.137 -0.926

Force components x, y, z for each atom (eV/Å):
-1.530 -3.172 1.515
2.057 0.009 2.246
-2.272 -0.026 -1.962
2.914 2.462 -1.955
-1.853 3.589 -1.650
-1.616 -3.154 -2.367
-0.034 0.592 -0.057
-1.923 0.900 -3.190
3.246 -2.373 0.776
0.981 3.443 -2.257
0.995 0.222 1.758
-1.178 2.839 -0.438
-1.647 -0.520 -0.861
0.435 0.347 1.596
0.242 -0.217 0.618
1.283 -0.245 1.860
-0.775 0.432 0.222
-1.181 -1.987 1.581
0.767 0.331 0.222
1.066 -2.492 1.664
0.495 0.179 0.808
0.154 1.065 1.400
-0.257 -0.173 -0.558
-0.360 0.323 0.591
0.187 -2.807 1.617
-0.957 1.211 -2.825
2.287 -0.056 0.382
-1.527 -0.724 -0.736

Output
Net charge: +2
E_tot in Eh: -1451.90327
ΔE to the lowest compared entry with this formula, charge and spin in kJ/mol: 106.66
Orbital gap in Ha: 0.270
SMILES string: NC(=N\C1CCCC1)/[NH+]=C(Cl)\[NH+]=C/Cl
HOMO level in eV: -16.8

These are the Mulliken partial charges, in e, on atoms 1 to 5: 0.69 0.43 -0.71 -0.76 -0.11


No. 3
DFT (the ωB97M-V functional and the def2-TZVPD basis) results for the molecule C2H5NO3S at a distorted geometry.

Geometry (Å):
C1 0.663 0.778 -0.719
C2 1.346 -0.566 -0.799
N1 -2.178 1.336 2.267
O1 -0.127 0.692 0.402
O2 0.319 1.796 2.694
O3 0.846 1.810 -1.323
S1 -0.636 1.899 1.631
H1 2.373 -0.421 -0.608
H2 0.903 -1.201 -0.149
H3 1.418 -0.899 -1.817
H4 -2.247 0.311 2.238
H5 -2.959 1.772 1.838

Force components x, y, z for each atom (eV/Å):
0.558 1.741 0.924
0.515 2.332 -2.830
2.836 -1.443 -0.285
-1.445 -0.291 1.707
0.195 -0.933 0.185
-0.243 -1.518 0.238
-1.233 1.438 -1.304
1.228 0.373 0.893
-1.141 -2.185 1.714
-0.601 -0.435 -0.611
-0.122 0.471 0.207
-0.546 0.449 -0.838

Output
E_tot in Eh: -757.82577
ΔE to the lowest compared entry with this formula, charge and spin in kJ/mol: 197.29
Orbital gap in Ha: 0.393
HOMO level in eV: -10.2

These are the Mulliken partial charges, in e, on atoms 1 to 5: 0.70 -0.91 -0.53 -0.38 -0.45


No. 4
DFT (the ωB97M-V functional and the def2-TZVPD basis) results for a 2-piece molecular cluster, C2H5IN3 overall at a distorted geometry.

Geometry (Å):
C1 -0.383 -0.157 0.960
C2 1.813 -0.160 -1.963
N1 0.043 -0.855 0.021
N2 2.011 0.317 -0.685
N3 -1.653 -0.087 1.463
I1 2.881 -1.565 -0.698
H1 0.488 0.436 1.448
H2 2.376 0.229 -2.788
H3 0.799 -0.605 -1.935
H4 -1.791 0.557 2.221
H5 -2.340 -0.570 1.031

Force components x, y, z for each atom (eV/Å):
0.195 1.219 1.886
-1.431 -0.052 1.714
0.473 -0.243 -1.203
-0.014 -0.165 -0.278
4.328 1.933 1.214
0.901 -0.579 0.096
-1.804 -0.527 -0.357
0.225 0.065 -0.484
0.339 0.153 -1.206
-0.460 -0.178 -0.058
-2.753 -1.625 -1.326

Output
Net charge: +1
E_tot in Eh: -540.69046
ΔE to the lowest compared entry with this formula, charge and spin in kJ/mol: 305.10
Orbital gap (alpha / beta) in Ha: 0.280 / 0.297
HOMO level (alpha / beta) in eV: -13.9 / -13.6

These are the Mulliken partial charges, in e, on atoms 1 to 5: 0.19 -0.30 -0.41 -0.22 -0.35


No. 5
DFT (the ωB97M-V functional and the def2-TZVPD basis) results for C19H28NPSeZr as an isolated structure at a distorted geometry.

Geometry (Å):
C1 0.555 3.200 -3.190
C2 -0.710 2.663 -2.884
C3 -0.862 1.636 -1.933
C4 0.311 1.100 -1.406
C5 1.587 1.604 -1.669
C6 1.706 2.698 -2.557
C7 -2.238 1.158 -1.454
C8 -2.534 -0.304 -1.086
N1 -2.084 -1.358 -2.047
Zr1 -0.501 -0.187 0.234
C9 2.758 0.944 -0.962
P1 2.120 -0.686 -0.350
H1 -1.617 3.074 -3.344
H2 2.685 3.132 -2.782
H3 0.633 4.027 -3.911
H4 3.075 1.510 -0.070
H5 3.647 0.787 -1.602
H6 -2.542 1.762 -0.582
H7 -2.963 1.354 -2.249
H8 -2.269 -0.739 0.019
C10 3.495 -1.391 0.560
C11 2.152 -1.606 -1.924
H9 -3.657 -0.355 -1.001
C12 -1.389 -1.068 -3.313
C13 -3.040 -2.484 -2.133
H10 0.682 -1.070 1.279
H11 -1.906 -1.605 -4.136
H12 -1.348 -0.004 -3.655
H13 -0.383 -1.524 -3.207
H14 -3.285 -2.752 -3.178
H15 -2.529 -3.353 -1.690
H16 -4.021 -2.281 -1.648
H17 3.183 -1.634 -2.311
H18 1.802 -2.633 -1.747
H19 1.497 -1.138 -2.671
H20 4.436 -1.301 -0.005
H21 3.609 -0.879 1.530
H22 3.302 -2.458 0.751
H23 -0.449 -1.968 0.807
Se1 -0.903 1.579 2.185
C14 -0.500 0.868 3.912
C15 -1.470 0.891 4.938
C16 -1.192 0.346 6.190
C17 0.046 -0.243 6.457
C18 1.004 -0.267 5.443
C19 0.755 0.307 4.196
H24 -2.440 1.338 4.734
H25 -1.946 0.384 6.969
H26 0.255 -0.676 7.436
H27 1.968 -0.720 5.641
H28 1.514 0.321 3.418

Force components x, y, z for each atom (eV/Å):
-0.226 -0.360 0.379
-0.222 0.060 0.213
0.656 0.279 -0.091
0.823 -0.187 1.153
0.181 0.721 -0.589
-0.156 -0.601 0.000
0.212 0.379 0.402
-1.549 -2.234 -1.426
-0.741 1.742 1.214
-0.827 2.802 -1.063
-0.393 0.329 0.443
1.124 0.997 -1.178
0.398 -0.095 0.056
-0.366 -0.165 0.112
-0.039 -0.477 0.442
-0.053 0.052 -0.342
-0.402 -0.021 0.296
-0.146 0.070 -0.302
0.053 0.100 0.120
-1.746 0.418 -1.090
0.005 -0.381 0.956
-0.811 -0.656 0.013
1.094 0.060 0.268
0.277 -0.191 -0.702
0.133 -0.745 0.109
1.317 -2.114 -0.434
0.305 0.283 0.559
0.067 -0.897 0.686
-0.484 0.626 -0.596
0.326 0.348 0.459
-0.701 0.030 -0.026
0.828 -0.070 -0.008
-0.252 0.048 0.336
0.178 0.137 -0.212
0.287 -0.050 0.298
-0.426 0.075 0.029
0.023 -0.213 -0.334
0.103 0.299 0.001
0.916 0.366 1.291
0.475 -0.294 -0.824
-0.334 -0.763 0.791
0.048 0.087 -0.327
-0.016 0.185 -0.209
-0.016 0.093 -0.510
0.078 0.148 0.147
-0.141 -0.299 -0.327
0.135 -0.110 0.136
0.034 0.021 -0.142
-0.044 0.135 -0.339
-0.004 0.077 -0.075
0.022 -0.045 0.236

Output
Net charge: +2
E_tot in Eh: -3584.59750
Orbital gap (alpha / beta) in Ha: 0.158 / 0.158
HOMO level (alpha / beta) in eV: -14.2 / -14.2

These are the Mulliken partial charges, in e, on atoms 1 to 5: -0.82 -0.78 -0.19 1.43 0.48


No. 6
DFT (the ωB97M-V functional and the def2-TZVPD basis) results for a 13-piece molecular cluster, C16H60N2O13 overall at a distorted geometry.

Geometry (Å):
C1 -0.386 -0.180 -0.777
C2 0.615 -1.276 -1.281
O1 0.110 -2.227 -2.254
H1 -0.954 0.260 -1.596
H2 0.277 0.544 -0.303
H3 -1.016 -0.599 0.007
H4 1.167 -1.753 -0.471
H5 1.386 -0.771 -1.863
H6 0.091 -1.684 -3.046
C3 -1.862 -3.307 -5.120
C4 -2.700 -4.484 -4.649
O2 -3.451 -4.171 -3.473
H7 -2.383 -2.350 -5.137
H8 -1.400 -3.453 -6.097
H9 -0.984 -3.117 -4.502
H10 -1.950 -5.213 -4.341
H11 -3.219 -4.940 -5.492
H12 -4.254 -3.697 -3.700
C5 4.818 -2.630 2.825
C6 3.532 -1.785 2.950
O3 2.707 -1.915 1.810
H13 4.614 -3.697 2.735
H14 5.433 -2.414 3.699
H15 5.425 -2.390 1.953
H16 3.887 -0.757 3.024
H17 3.068 -2.094 3.887
H18 1.814 -2.030 2.143
C7 1.542 3.435 -2.291
C8 2.511 2.654 -1.376
O4 2.897 1.422 -2.018
H19 1.929 3.674 -3.282
H20 1.240 4.381 -1.843
H21 0.582 2.966 -2.506
H22 1.876 2.460 -0.511
H23 3.387 3.168 -0.980
H24 3.354 0.900 -1.355
C9 1.161 1.456 2.478
C10 1.607 1.812 3.945
C11 2.909 2.631 4.049
O5 3.325 2.874 5.389
C12 4.372 3.805 5.501
N1 0.510 2.602 4.547
H25 1.933 0.879 1.969
H26 0.984 2.382 1.931
H27 0.288 0.803 2.446
H28 1.754 0.903 4.529
H29 2.849 3.521 3.423
H30 3.666 2.134 3.442
H31 4.645 3.749 6.555
H32 4.121 4.859 5.388
H33 5.234 3.481 4.917
H34 -0.352 2.129 4.778
H35 0.123 3.247 3.873
C13 -4.562 0.447 -1.466
C14 -3.763 1.433 -0.565
C15 -4.422 2.807 -0.259
O6 -4.697 3.554 -1.411
C16 -5.190 4.845 -1.021
N2 -3.541 0.711 0.670
H36 -5.339 -0.069 -0.902
H37 -3.955 -0.344 -1.907
H38 -4.933 1.094 -2.261
H39 -2.764 1.638 -0.949
H40 -3.898 3.385 0.502
H41 -5.360 2.625 0.267
H42 -4.406 5.381 -0.487
H43 -6.168 4.809 -0.541
H44 -5.373 5.479 -1.889
H45 -3.100 -0.185 0.516
H46 -4.474 0.500 0.992
O7 2.955 -4.267 0.317
H47 3.180 -3.424 0.710
H48 2.028 -4.387 0.520
O8 -2.926 -2.235 0.568
H49 -2.489 -2.894 0.028
H50 -3.844 -2.276 0.301
O9 3.884 0.008 -0.082
H51 3.320 -0.394 0.579
H52 4.344 -0.728 -0.486
O10 -1.796 -3.707 -1.353
H53 -1.052 -3.255 -1.752
H54 -2.393 -3.875 -2.082
O11 -1.832 -0.815 3.040
H55 -2.490 -1.234 2.486
H56 -2.071 0.112 3.038
O12 -0.579 -0.069 -4.239
H57 0.291 0.275 -4.438
H58 -1.179 0.630 -4.500
O13 2.061 -4.141 -2.251
H59 2.277 -4.197 -1.320
H60 1.423 -3.430 -2.306

Force components x, y, z for each atom (eV/Å):
1.040 -1.575 0.167
0.049 1.409 -0.964
0.306 0.506 1.017
0.133 -0.055 0.082
-0.171 0.409 -0.052
-0.254 0.099 -0.171
-0.481 -0.480 0.072
0.215 0.431 0.333
-0.583 0.081 -0.709
0.429 0.785 -0.120
1.651 0.302 0.058
-0.287 -0.605 -0.601
-0.263 -0.100 -0.138
-0.368 -0.234 -0.285
-0.191 -0.219 0.450
-0.323 -0.370 0.225
-0.763 0.142 0.313
-0.008 0.210 -0.134
-0.341 0.074 -0.258
2.159 -0.335 0.237
-0.303 -0.027 0.177
-0.112 -0.032 0.311
0.016 -0.228 0.082
-0.150 0.343 -0.125
-0.372 0.271 0.210
-0.478 0.195 -0.179
-0.430 0.076 -0.296
0.495 0.561 -0.301
-1.365 -0.885 -0.774
-0.576 1.455 -0.372
0.417 -0.050 0.052
0.279 0.192 0.255
0.206 -0.728 0.362
0.112 -0.429 0.483
0.053 0.491 -0.472
0.003 -0.185 0.271
1.375 -0.193 0.847
-1.348 0.510 -0.379
-0.117 -0.234 -0.915
-0.766 -0.033 -1.093
0.214 -0.624 1.203
-0.178 0.510 0.440
0.264 0.142 -0.245
-0.085 -0.082 -0.122
-0.201 0.290 0.323
-0.135 -0.048 0.077
-0.630 0.836 0.493
0.582 -0.805 0.413
0.301 -0.115 0.066
-0.360 0.001 -0.801
0.117 0.328 -0.276
0.372 -1.028 0.318
0.574 0.480 -0.394
0.424 1.819 -0.626
0.355 -0.773 -0.100
-0.601 -1.306 0.327
-0.272 1.058 0.005
0.424 -0.135 -1.144
-0.105 0.901 1.580
-0.332 0.401 0.013
0.372 0.230 0.055
-0.603 -0.584 -0.393
-0.126 0.024 -0.548
0.899 -0.002 -0.209
-0.631 -0.367 0.072
-0.223 -0.063 0.656
0.170 -0.269 0.660
0.174 -0.443 -0.496
0.199 -0.063 -0.325
-0.123 -0.263 0.528
0.295 -0.639 -0.022
-0.081 0.452 0.237
-0.328 -0.118 0.297
-0.611 0.837 1.245
0.685 -0.688 -1.006
-0.246 -0.065 -0.111
0.612 0.088 0.338
-0.449 -0.324 0.308
0.174 -0.297 -0.175
-0.389 -0.843 1.089
0.579 0.566 -0.248
-0.550 -0.134 -0.373
0.430 -0.037 0.543
-0.133 -0.335 -0.500
-0.148 0.298 -0.191
0.212 -1.069 0.474
0.553 0.368 -0.231
-0.619 0.582 -0.207
0.270 -0.487 -0.553
0.494 -0.051 0.114
-0.469 0.298 -0.245

Output
Net charge: -1
E_tot in Eh: -1733.09589
Orbital gap (alpha / beta) in Ha: 0.062 / 0.326
HOMO level (alpha / beta) in eV: 0.5 / -6.8
Spin multiplicity: 2

These are the Mulliken partial charges, in e, on atoms 1 to 5: 0.23 -1.15 -0.41 0.09 -0.17